192
Properties=species:S:1:pos:R:3:forces:R:3:mulliken_charge:R:1 method="wB97M-V/def2-TZVPD" homo_lumo_gap_ev=8.767 de_lowest_kj_mol=422.7 smiles=CC1(C)CCCC(C)(C)N1O.CC1(C)CCCC(C)(C)N1O.CC1(C)CCCC(C)(C)N1O.CC1(C)CCCC(C)(C)N1O.COCCNCCOC.CC(C)O.CC(C)O.CC(C)O.CC(C)O homo_energy_ev=-8.27 charge=0
C 21.0529 13.4119 16.6011 0.85 0.28 -0.66 -1.4630
C 20.6902 12.1650 15.7302 0.24 0.33 0.41 1.6088
C 21.9039 11.7335 14.8565 -2.12 -0.84 -0.02 -2.0882
C 20.1642 10.9910 16.6058 0.61 1.12 0.23 -1.1567
C 18.9123 11.4284 17.3534 -0.32 0.08 1.36 -0.6573
C 17.8183 11.8695 16.4127 -1.10 -0.99 0.00 -1.0626
C 18.2936 12.8629 15.4070 -0.39 1.91 -0.52 1.9642
C 17.2781 12.9824 14.2028 0.82 0.94 -0.90 -1.8553
C 18.3957 14.2009 16.1629 -2.40 0.67 -0.53 -1.9379
N 19.5666 12.4494 14.8316 -0.10 -1.36 -0.31 -0.2786
O 19.9600 13.4566 13.9682 0.64 1.48 -0.43 1.0550
H 20.5702 13.3285 17.5701 -0.16 0.53 -0.14 0.3576
H 22.1218 13.4136 16.8534 -0.04 -0.06 -0.32 0.4654
H 20.8215 14.3807 16.0439 0.43 -1.45 0.99 0.0541
H 21.5130 11.0682 14.0744 0.12 0.18 -0.01 0.4184
H 22.4376 12.5226 14.4067 0.32 1.22 -0.55 0.3112
H 22.6122 11.1626 15.3921 0.72 -0.65 1.03 0.5313
H 19.9850 10.1644 15.9351 -0.27 -0.40 -0.13 0.4166
H 20.9399 10.6980 17.3111 0.15 -0.06 0.05 0.4150
H 18.5427 10.6661 18.0750 0.21 0.13 -0.70 0.3779
H 19.0925 12.3027 18.0433 0.22 -0.90 -0.70 0.2877
H 16.9896 12.2910 17.0049 0.21 0.05 -0.31 0.3290
H 17.3684 11.0595 15.8352 0.18 -0.53 0.24 0.4413
H 17.4738 13.8897 13.4740 -0.20 -1.91 1.64 -0.2838
H 16.2350 13.0571 14.4949 -0.05 0.27 0.54 0.7260
H 17.3264 12.0389 13.6436 0.24 0.20 -0.13 0.4775
H 19.0144 14.9366 15.7205 0.61 0.57 -0.84 0.2150
H 18.7418 14.1025 17.1768 -0.33 -0.07 0.36 0.3765
H 17.3608 14.6501 16.1061 0.91 -0.39 0.53 0.4373
H 19.9119 13.1175 13.0754 -0.12 -0.39 -0.25 -0.3613
C 15.8417 18.8699 5.9543 0.70 -1.45 -0.01 -2.0339
C 16.6771 19.2711 7.1346 0.34 2.02 0.63 2.3158
C 16.2859 18.6750 8.4439 -1.87 -0.69 0.22 -0.9117
C 18.1261 18.9383 6.8688 0.33 0.67 -0.20 -1.1538
C 19.1194 19.6842 7.7303 -1.26 0.47 0.80 0.5977
C 18.9527 21.1868 7.6921 -0.38 0.01 -0.38 -1.9676
C 17.5333 21.6262 8.0060 -0.08 -1.87 -0.39 2.0568
C 17.2635 21.4480 9.4862 0.22 1.32 1.70 0.3900
C 17.3538 23.0357 7.5271 -2.62 0.58 0.42 -2.0126
N 16.6424 20.7616 7.1552 -0.38 1.25 -0.71 0.0604
O 15.2846 21.2178 7.3830 0.09 -0.32 -0.31 -0.4474
H 16.3698 19.2639 5.1080 0.04 -0.06 -0.80 0.5801
H 15.7614 17.7697 5.9088 0.26 0.30 -0.19 0.2755
H 14.8527 19.2301 5.9296 -1.18 0.64 0.36 0.4101
H 17.1040 18.6905 9.1203 0.60 -0.11 0.77 -0.2019
H 15.4368 19.2093 8.9079 0.29 -0.28 -0.24 -0.2418
H 15.9754 17.6343 8.2695 0.09 0.12 0.28 0.6085
H 18.2691 17.8923 6.9835 0.11 -1.04 0.08 -0.5397
H 18.3335 19.1836 5.8524 0.21 0.14 -1.03 0.7967
H 18.9587 19.3645 8.7605 0.56 -0.15 0.13 -0.6769
H 20.1046 19.5035 7.4055 1.32 -0.76 -0.13 0.9009
H 19.2055 21.5717 6.7042 0.18 -0.05 -0.13 0.4486
H 19.5984 21.6531 8.4215 0.41 0.22 0.20 0.3750
H 16.2152 21.2720 9.6591 -0.60 0.19 -0.02 -0.5768
H 17.5171 22.4506 10.0077 -0.17 -1.92 -0.46 0.5061
H 17.7495 20.5765 10.0083 -0.04 1.19 -0.72 -0.9642
H 17.7470 23.2080 6.5671 0.90 0.04 -1.22 0.4325
H 17.7093 23.7698 8.2164 0.61 0.39 0.51 0.4335
H 16.2649 23.2855 7.3989 0.86 -0.26 0.42 0.2691
H 15.0571 21.7217 6.5774 0.28 -0.51 0.52 0.3611
C 16.7582 13.7441 7.0182 0.18 -0.83 -0.78 -1.8832
C 18.2931 13.8342 7.3480 -0.06 0.68 0.65 1.8131
C 19.0740 13.3538 6.1179 -2.37 -0.16 -1.25 -1.8484
C 18.6722 15.3084 7.6406 0.85 -0.34 -0.30 -1.1530
C 20.1536 15.4469 8.1108 -1.03 -0.59 -1.47 -1.6495
C 20.4615 14.6245 9.3200 -0.08 -0.81 0.29 0.1248
C 19.9529 13.1271 9.1554 0.75 1.35 1.17 2.5423
C 21.0190 12.3157 8.4011 0.64 0.38 -0.30 -1.5527
C 19.7727 12.5652 10.5533 -0.62 0.20 0.69 -2.5897
N 18.6131 13.1235 8.6090 -1.33 -0.31 -1.03 0.5095
O 18.2594 11.7415 8.4164 -0.17 -0.05 0.15 -0.5403
H 16.4302 12.6690 6.8766 0.40 1.17 0.49 0.4133
H 16.0920 14.2747 7.7105 0.40 -0.32 0.21 0.2686
H 16.5564 14.2016 6.0232 0.40 -0.09 0.57 0.3424
H 18.6770 13.9247 5.2414 0.55 -0.11 0.60 0.4180
H 20.1241 13.4503 6.1531 1.04 0.04 0.14 0.4076
H 18.7711 12.3314 5.8522 0.38 0.00 0.38 0.3850
H 18.5444 15.7822 6.6669 0.07 0.46 0.12 0.5105
H 18.0268 15.7924 8.3585 -0.52 -0.08 0.26 0.1248
H 20.7146 15.1072 7.2554 0.66 -0.11 -0.28 0.4876
H 20.4295 16.4692 8.2533 0.04 0.84 0.16 0.5324
H 19.9923 15.1819 10.1700 0.41 -0.95 -0.20 -0.8439
H 21.5723 14.5116 9.4494 -0.96 0.45 0.26 0.7047
H 21.5525 13.0543 7.7765 0.12 -0.61 0.04 0.3521
H 20.5371 11.5947 7.7244 0.40 -0.03 0.49 0.2782
H 21.7855 11.8389 9.0951 -1.13 0.48 -0.87 0.3380
H 19.6436 11.4870 10.4639 -0.01 -0.07 0.33 0.3876
H 18.8153 13.0216 10.9795 1.42 -0.53 -0.16 0.3494
H 20.6828 12.7660 11.1555 -0.56 -0.08 -0.11 0.4535
H 17.6407 11.5685 9.1379 0.05 0.03 -0.19 0.3337
C 21.0701 21.2747 13.3341 -0.01 0.30 -1.61 -1.9580
C 19.6975 20.7091 12.9084 0.22 1.00 -1.75 1.5673
C 19.8870 20.0417 11.5212 2.11 -0.98 0.93 -0.4468
C 19.1637 19.7483 13.9089 -0.51 -0.27 1.26 -0.8003
C 18.7060 20.4922 15.1855 0.15 0.07 -0.88 -1.0673
C 17.4603 21.3090 14.7627 1.02 -0.95 -0.59 -1.1592
C 17.8439 22.3380 13.6843 -0.61 -0.23 1.28 1.2735
C 16.4747 22.7656 13.1210 1.24 1.08 -0.68 -1.4660
C 18.5735 23.4477 14.4202 -0.17 1.73 -2.38 -1.8442
N 18.6580 21.7004 12.6230 -0.85 0.37 0.63 1.6421
O 19.1681 22.6643 11.7477 -1.33 -0.40 -1.31 -0.5872
H 21.0983 21.8883 14.2158 -0.01 -0.03 0.54 0.3407
H 21.6824 20.3994 13.3837 0.71 -0.46 0.71 0.4488
H 21.5593 21.8533 12.5139 -0.58 -0.19 0.42 0.4054
H 19.0776 19.3581 11.2944 -0.37 0.26 -0.28 -0.7133
H 20.1827 20.7340 10.7186 -0.69 -0.13 0.35 0.0239
H 20.7841 19.3931 11.6431 -0.42 0.06 -0.16 0.2776
H 18.3061 19.2409 13.5048 -0.44 -0.26 -0.38 -0.7664
H 19.8759 18.9648 14.1283 0.50 -0.10 0.08 0.7970
H 18.4672 19.8018 15.9738 -0.09 -0.38 0.39 0.5222
H 19.5952 21.0568 15.4824 -0.48 0.32 0.45 0.4017
H 16.9007 21.8494 15.5704 0.44 -0.82 -0.69 0.6080
H 16.8775 20.5432 14.1937 -0.44 0.63 0.96 0.3567
H 16.2068 21.9484 12.4553 -0.25 0.25 -0.39 -0.0820
H 16.5934 23.7595 12.5868 -0.54 -1.27 0.52 0.2484
H 15.7169 22.8067 13.9100 0.21 0.38 -0.15 0.3410
H 19.0816 24.0892 13.6433 -1.05 0.18 0.72 0.2921
H 19.4380 23.0922 14.8838 0.97 -0.78 1.61 0.4068
H 17.9054 24.0533 15.0570 0.51 -0.29 -0.25 0.3867
H 19.8213 23.1718 12.1907 1.16 0.76 0.92 0.2638
C 10.8075 19.1791 12.1966 0.23 -0.85 2.18 -0.6690
O 11.8589 20.0679 12.1307 0.18 1.58 1.58 -0.2599
C 12.5598 20.1337 10.9495 0.69 -0.42 -0.70 -0.8965
C 13.4203 21.3643 10.8184 -0.34 0.80 -0.06 0.9795
N 12.5533 22.5789 10.6948 1.36 -1.08 -0.70 -0.2965
C 13.2566 23.7153 10.1816 0.28 1.74 -2.61 -0.9115
C 14.4111 24.3946 10.9290 0.21 0.85 0.24 0.4176
O 14.0979 24.6638 12.3255 1.98 -1.27 -1.66 -0.2427
C 13.1065 25.5860 12.4968 -0.03 1.85 0.04 -0.8644
H 10.1256 19.3206 11.4115 -1.37 0.50 -1.05 0.4379
H 10.3219 19.2808 13.2358 0.61 -0.11 -1.70 0.1667
H 11.1832 18.1644 12.0841 0.05 -0.48 0.21 0.0746
H 11.8815 20.3066 10.1003 -0.14 -0.87 -0.06 0.5310
H 13.1978 19.2121 10.8858 -0.48 0.53 -0.53 0.2061
H 13.9132 21.2067 9.8610 0.21 0.26 -0.23 -0.1153
H 14.2071 21.5022 11.5645 -0.10 -0.25 0.25 -0.2883
H 12.2586 22.8271 11.5956 -0.79 0.12 1.64 0.3010
H 12.5369 24.5678 9.9933 0.28 -1.10 0.07 0.3977
H 13.6738 23.4442 9.1426 -0.57 0.40 1.34 0.2334
H 14.7001 25.3674 10.4310 -0.84 -0.59 0.29 0.5043
H 15.3531 23.8667 10.8086 -0.07 -0.63 0.84 -0.4930
H 12.1518 25.1685 12.2924 -1.22 -0.22 0.01 0.3168
H 13.1932 26.5453 11.9383 0.27 -0.64 -0.46 0.3111
H 13.2064 25.9490 13.4992 -0.41 -0.17 0.93 0.2740
C 12.6136 16.5291 16.4763 2.51 1.32 0.56 -1.6184
C 12.4373 17.4760 15.2775 -0.71 -1.34 1.62 0.5082
C 13.2250 18.6952 15.5226 2.32 0.83 0.63 -1.0525
O 12.7586 16.8305 14.0698 -0.37 0.18 -0.19 -0.3808
H 12.0285 15.6773 16.4618 -0.95 -2.09 -0.69 0.4288
H 12.2137 17.0341 17.3440 0.26 0.45 0.50 0.5062
H 13.7356 16.2635 16.6879 -2.02 0.45 -0.50 0.2047
H 11.3768 17.7518 15.2861 0.01 -0.16 -0.53 0.3187
H 13.0062 19.4474 14.8037 -0.04 0.72 -0.77 0.1157
H 14.3402 18.5053 15.5268 -1.01 -0.06 -0.36 0.1672
H 13.0856 19.1332 16.5126 -0.50 -0.14 0.02 0.5171
H 13.6771 16.5537 14.1636 0.58 -0.01 -0.17 0.0321
C 12.6215 13.0950 12.6827 -0.35 2.15 -0.70 -1.4219
C 13.0626 14.0790 11.5164 -0.75 -1.02 1.06 0.4642
C 11.8863 14.3531 10.6012 -0.32 -0.96 0.44 -1.3856
O 13.4887 15.3402 12.0043 0.94 -0.65 -0.38 -0.2799
H 13.3472 13.0627 13.4937 0.15 -0.30 -0.20 0.2739
H 12.3809 12.1546 12.2326 0.15 -0.81 0.01 0.4724
H 11.6758 13.4892 13.1072 0.41 -0.13 -0.11 0.2809
H 13.9183 13.6345 11.0057 -0.05 0.11 -0.15 0.3984
H 11.3071 13.4803 10.2973 0.41 -0.25 -0.21 0.3938
H 12.1911 14.9244 9.7673 0.32 0.52 -1.10 0.3579
H 11.1636 14.9409 11.1342 -0.35 0.53 0.51 0.3681
H 12.7784 15.6794 12.5402 -0.54 0.64 0.59 0.2400
C 17.5183 16.3864 12.1072 0.94 0.93 1.29 0.0125
C 16.4665 17.0521 13.0723 0.71 -0.05 -0.87 0.4172
C 15.7847 18.2875 12.4924 -1.56 -1.78 -0.51 0.6059
O 15.5840 16.0781 13.5803 -0.54 -0.62 0.55 -0.3801
H 18.2823 17.1040 11.6540 -1.27 -0.71 0.39 -0.2186
H 17.0924 15.7171 11.3815 -0.44 0.07 -0.64 0.8927
H 18.1051 15.7410 12.7743 0.10 0.02 -0.20 -0.5523
H 17.0525 17.3988 13.9363 -0.23 -0.21 0.03 0.0250
H 15.3747 18.0462 11.4731 0.31 0.43 0.84 0.0167
H 16.5331 19.0174 12.4458 0.94 1.44 -0.50 -0.6347
H 14.9666 18.6425 13.1462 0.34 -0.20 -0.32 -0.3635
H 14.9915 15.6095 12.9399 0.65 0.81 -0.18 0.2571
C 21.6720 15.7910 12.6155 -0.76 -2.28 0.85 1.2585
C 22.9315 16.5084 12.6750 1.36 2.26 -0.73 0.2556
C 23.1791 17.2297 11.3744 1.63 0.06 -0.06 -1.1122
O 22.8990 17.5769 13.6788 0.03 -1.07 -0.59 -0.5255
H 21.5552 15.3681 13.6251 -0.80 -0.01 -0.32 -0.5521
H 21.6910 14.9278 11.9247 0.29 0.31 0.26 -0.3453
H 20.8433 16.3856 12.2961 -0.62 0.63 0.17 -0.4668
H 23.7371 15.8215 12.8775 0.52 -0.23 0.35 0.4437
H 23.9829 17.9941 11.4398 -0.25 -0.68 0.08 0.3647
H 22.2919 17.7746 11.1953 -1.06 0.56 -0.75 -0.0234
H 23.4201 16.5199 10.5671 -0.28 0.34 0.16 0.3354
H 22.8995 17.0931 14.5038 -0.09 0.19 0.59 0.3250